ORCA calculation (wB97M-V/def2-TZVPD) on a 21-piece molecular cluster, C80H221N19O23 overall.

The strongest force on any atom comes out at 3.2 eV/A. Its lowest unoccupied orbital energy is 0.260 eV. As for the spin multiplicity: 1.

Cartesian coordinates (Å):
C  24.496  24.840  14.893
C  25.365  23.998  15.752
C  25.731  22.709  15.022
O  24.681  21.798  15.099
C  25.067  20.487  14.733
N  26.506  24.810  16.035
H  24.159  25.744  15.399
H  23.681  24.341  14.468
H  25.068  25.259  14.013
H  24.746  23.712  16.603
H  26.635  22.293  15.391
H  25.948  23.012  13.991
H  25.744  20.045  15.474
H  25.662  20.535  13.828
H  24.190  19.792  14.688
H  26.571  25.480  15.301
H  27.358  24.265  16.169
C  21.732  24.934  19.923
C  22.128  24.234  18.603
C  20.949  23.538  17.905
O  20.363  22.490  18.705
C  19.028  22.198  18.242
N  22.494  25.310  17.631
H  20.778  25.520  19.752
H  22.556  25.550  20.231
H  21.499  24.224  20.663
H  22.889  23.484  18.769
H  21.270  23.141  16.905
H  20.137  24.306  17.721
H  18.470  21.665  18.983
H  19.061  21.565  17.402
H  18.486  23.104  18.018
H  23.025  24.892  16.886
H  23.108  25.984  18.017
C  10.967  12.105  23.374
C  12.162  12.340  24.249
C  13.453  11.911  23.508
O  13.353  10.580  23.115
C  14.654  10.063  22.789
N  12.179  13.712  24.630
H  10.038  12.422  23.849
H  10.872  11.039  23.106
H  11.106  12.648  22.473
H  12.103  11.662  25.076
H  14.262  11.916  24.237
H  13.678  12.592  22.687
H  15.072  10.505  21.902
H  14.557  8.974  22.672
H  15.381  10.172  23.592
H  13.016  13.934  25.198
H  11.355  13.902  25.139
C  17.506  15.112  10.686
C  18.045  15.848  11.895
C  17.982  15.081  13.235
O  18.056  16.041  14.220
C  18.346  15.480  15.521
N  19.398  16.252  11.603
H  16.482  14.798  10.784
H  18.190  14.281  10.492
H  17.522  15.789  9.834
H  17.482  16.805  12.095
H  18.753  14.362  13.159
H  17.108  14.428  13.438
H  19.448  15.343  15.557
H  17.805  14.539  15.685
H  18.083  16.192  16.309
H  19.712  16.723  12.442
H  20.031  15.464  11.475
C  23.017  18.073  11.786
C  23.749  17.023  12.682
C  22.989  16.712  13.999
O  22.741  17.857  14.800
C  21.397  18.299  14.787
N  23.894  15.794  11.835
H  22.002  17.866  11.481
H  23.628  18.152  10.889
H  23.063  19.028  12.293
H  24.783  17.292  12.934
H  23.528  15.982  14.594
H  22.041  16.158  13.731
H  20.707  17.450  14.856
H  21.107  18.893  13.824
H  21.138  18.865  15.633
H  23.004  15.313  11.686
H  24.422  15.035  12.350
C  17.980  26.223  21.139
C  18.383  25.014  21.986
C  17.415  24.603  23.051
O  17.181  25.729  23.875
C  16.557  25.366  25.079
N  18.356  23.772  21.184
H  18.850  26.555  20.595
H  17.684  27.035  21.850
H  17.098  25.915  20.601
H  19.398  25.114  22.416
H  17.893  23.810  23.612
H  16.499  24.239  22.465
H  16.275  26.295  25.530
H  17.221  24.805  25.794
H  15.613  24.766  25.000
H  19.145  23.679  20.551
H  17.564  23.797  20.534
C  26.029  21.191  18.256
C  26.649  21.939  19.462
C  27.422  21.086  20.394
O  26.544  20.107  20.885
C  26.991  19.193  21.870
N  27.587  23.020  19.057
H  25.605  20.322  18.697
H  26.805  20.818  17.599
H  25.247  21.724  17.731
H  25.887  22.348  20.101
H  27.759  21.710  21.181
H  28.232  20.622  19.813
H  26.207  18.601  22.338
H  27.467  19.678  22.772
H  27.722  18.514  21.462
H  27.925  23.569  19.818
H  27.122  23.663  18.405
C  26.793  13.546  21.322
C  25.591  14.165  20.549
C  25.520  15.710  20.684
O  24.296  16.121  20.133
C  24.132  17.450  20.509
N  25.585  13.637  19.168
H  26.549  13.621  22.367
H  27.694  14.147  21.099
H  26.943  12.512  21.030
H  24.659  13.824  21.021
H  26.427  16.095  20.189
H  25.556  16.000  21.738
H  24.929  18.105  20.152
H  24.105  17.618  21.587
H  23.236  17.824  20.042
H  25.893  14.406  18.528
H  24.620  13.418  18.903
C  16.294  21.607  15.608
C  15.330  20.465  16.124
C  15.625  19.147  15.386
O  14.538  18.276  15.702
C  14.662  17.008  15.166
N  15.441  20.445  17.549
H  16.475  21.518  14.534
H  17.285  21.625  16.023
H  15.934  22.564  15.868
H  14.316  20.695  15.854
H  16.521  18.718  15.702
H  15.572  19.316  14.282
H  14.611  17.013  14.040
H  13.962  16.360  15.671
H  15.665  16.506  15.391
H  14.884  19.719  17.887
H  16.343  20.135  17.835
C  16.474  15.278  22.893
C  15.436  15.647  23.951
C  15.672  14.917  25.273
O  14.566  15.224  26.107
C  14.623  14.417  27.271
N  15.373  17.098  23.968
H  16.542  14.155  22.876
H  17.440  15.642  23.199
H  16.233  15.544  21.900
H  14.491  15.244  23.649
H  16.638  15.145  25.725
H  15.662  13.818  25.131
H  15.412  14.667  27.926
H  14.677  13.399  26.904
H  13.704  14.604  27.802
H  16.283  17.527  24.254
H  14.730  17.413  24.701
C  12.537  18.222  19.736
C  13.591  17.305  20.343
C  13.106  15.875  20.083
O  11.820  15.677  20.574
C  11.731  15.479  21.948
N  14.787  17.599  19.581
H  12.667  19.287  20.079
H  11.563  17.946  20.007
H  12.673  18.266  18.634
H  13.960  17.554  21.389
H  13.871  15.102  20.439
H  13.147  15.823  18.969
H  12.278  16.208  22.494
H  12.184  14.543  22.230
H  10.686  15.435  22.189
H  15.439  16.843  19.756
H  14.620  17.501  18.624
C  21.362  22.373  13.651
C  19.867  22.090  13.453
C  19.101  23.389  13.834
O  19.336  23.636  15.187
C  18.688  24.815  15.453
N  19.530  21.715  12.084
H  21.563  22.674  14.682
H  21.631  23.167  12.960
H  21.908  21.472  13.369
H  19.525  21.363  14.223
H  18.012  23.361  13.559
H  19.430  24.135  13.174
H  18.934  25.179  16.475
H  17.515  24.625  15.389
H  19.003  25.611  14.760
H  18.774  21.065  12.112
H  20.319  21.103  11.702
C  22.376  21.305  21.475
C  21.527  21.294  22.781
C  22.497  21.047  24.001
O  21.732  20.727  25.184
C  22.640  20.611  26.282
N  20.820  22.574  23.046
H  21.764  21.550  20.602
H  22.772  20.308  21.215
H  23.135  22.066  21.490
H  20.863  20.370  22.801
H  23.108  21.895  24.229
H  23.200  20.179  23.788
H  23.179  21.631  26.480
H  23.455  19.907  26.078
H  22.066  20.345  27.139
H  20.601  22.581  24.021
H  19.901  22.557  22.547
C  15.191  20.368  21.718
C  16.687  19.996  21.565
C  17.491  20.533  22.711
O  17.084  19.877  23.960
C  17.716  20.398  25.130
N  16.875  18.518  21.498
H  14.791  20.278  22.749
H  14.582  19.679  21.096
H  15.043  21.445  21.332
H  17.168  20.402  20.643
H  17.265  21.611  22.784
H  18.519  20.269  22.527
H  17.756  21.520  25.044
H  18.700  19.927  25.361
H  17.059  20.090  25.978
H  16.311  18.314  20.749
H  16.403  18.154  22.330
C  19.906  14.162  21.909
C  21.274  14.736  22.316
C  21.083  15.651  23.534
O  20.239  16.727  23.139
C  19.492  17.340  24.145
N  22.285  13.707  22.537
H  19.312  14.947  21.451
H  19.383  13.868  22.767
H  19.994  13.356  21.175
H  21.721  15.474  21.636
H  22.050  16.014  23.849
H  20.560  15.128  24.396
H  18.875  18.141  23.675
H  20.141  17.709  24.973
H  18.754  16.599  24.613
H  21.920  13.016  23.205
H  23.108  14.141  22.944
C  14.784  13.187  15.764
C  14.950  11.790  16.421
C  14.306  11.649  17.818
O  12.915  11.808  17.758
C  12.224  11.892  18.965
N  14.249  10.817  15.520
H  14.970  13.123  14.684
H  15.414  13.987  16.259
H  13.687  13.436  15.841
H  15.984  11.378  16.429
H  14.734  12.477  18.406
H  14.571  10.685  18.280
H  11.218  11.515  18.898
H  12.235  12.947  19.331
H  12.724  11.401  19.738
H  14.317  9.895  15.925
H  13.287  11.072  15.561
C  22.387  15.004  16.745
C  21.435  14.312  17.770
C  21.058  12.882  17.306
O  20.305  12.958  16.140
C  19.585  11.776  15.911
N  22.155  14.089  19.015
H  22.399  16.081  16.784
H  22.018  14.808  15.758
H  23.400  14.678  16.843
H  20.571  14.985  17.867
H  20.612  12.248  18.057
H  21.953  12.346  17.066
H  18.966  11.533  16.783
H  20.349  10.977  15.737
H  18.996  11.801  15.025
H  22.785  14.895  19.228
H  21.488  14.042  19.811
C  28.622  17.326  14.563
C  28.253  16.023  15.174
C  26.989  16.225  15.959
O  27.252  16.981  17.096
C  26.129  17.591  17.634
N  28.197  14.978  14.237
H  28.709  18.067  15.354
H  27.761  17.598  13.945
H  29.606  17.305  14.062
H  28.967  15.781  15.999
H  26.568  15.209  16.236
H  26.180  16.741  15.381
H  25.251  16.851  17.760
H  25.760  18.424  17.084
H  26.493  17.864  18.589
H  28.028  14.083  14.640
H  27.417  15.149  13.639
C  18.426  18.553  18.211
C  19.519  17.713  18.895
C  20.793  18.510  19.193
O  21.375  18.900  17.985
C  22.444  19.802  17.994
N  19.017  16.955  20.059
H  18.799  19.071  17.260
H  18.050  19.305  18.885
H  17.512  18.010  17.930
H  19.821  16.944  18.150
H  21.511  17.897  19.726
H  20.586  19.393  19.840
H  22.719  20.034  16.978
H  23.335  19.406  18.555
H  22.112  20.743  18.487
H  18.353  17.535  20.607
H  19.684  16.804  20.793
C  17.006  13.903  19.674
C  18.152  13.288  18.769
O  18.522  11.969  19.301
O  16.826  15.280  19.387
H  17.244  13.748  20.715
H  16.056  13.419  19.369
H  19.028  13.915  18.920
H  17.838  13.298  17.679
H  17.718  11.462  19.378
H  17.606  15.814  19.681
C  13.850  24.199  18.250
C  14.457  23.471  19.395
O  15.685  22.849  19.083
O  12.799  25.060  18.737
H  13.414  23.540  17.572
H  14.571  24.896  17.815
H  13.776  22.696  19.793
H  14.641  24.206  20.170
H  15.452  22.113  18.531
H  12.545  25.723  18.125